# 1
This record from OMol25 describes 2 unconnected molecules or ions with the total composition C7H14O in a non-equilibrium geometry. The level of theory is ωB97M-V/def2-TZVPD.

Geometry (Å):
C (0.13575, 1.56442, 1.52574)
C (-0.53592, 0.38335, 1.55044)
C (-1.30527, -0.03567, 0.47551)
C (-1.51863, -1.33956, 0.30135)
C (-1.48531, -1.91160, -1.00589)
C (0.07057, -2.10997, -1.44639)
C (0.67778, -1.21449, -2.47947)
H (-0.06200, 2.28900, 0.82646)
H (1.04170, 1.72395, 2.16503)
H (-0.61040, -0.00231, 2.60322)
H (-1.44066, 0.78527, -0.38783)
H (-1.55536, -1.98233, 1.18626)
H (-1.71338, -2.98917, -1.28344)
H (-1.93109, -1.27146, -1.81153)
H (0.62391, -2.06631, -0.55403)
H (0.11543, -3.16464, -1.72078)
H (0.11504, -1.14509, -3.52569)
H (1.72243, -1.59127, -2.81467)
H (0.45550, -0.24722, -2.13412)
O (2.61042, 5.04967, 2.79102)
H (2.65716, 4.16612, 2.35601)
H (1.93233, 5.10933, 3.38279)

**Frontier orbital gap**: 8.92 eV
**Highest occupied orbital energy**: -8.128 eV
**Multiplicity**: 1
**Charge**: 0
**DFT total energy**: -9529.667 eV
**Energy above the lowest of the compared OMol25 structures with the same formula, charge and spin**: 395.51 kJ/mol
**Structure (SMILES)**: C=C/C=C/CCC.O

---

# 2
This record from OMol25 describes a single C7H14O molecule in a non-equilibrium geometry. The level of theory is ωB97M-V/def2-TZVPD.

Geometry (Å):
C (-2.53162, -0.48021, -0.12130)
C (-1.69700, 0.68061, 0.36843)
O (-2.13955, 1.48382, 1.15023)
C (-0.10214, 0.76960, -0.15688)
C (-0.02623, 0.65644, -1.66925)
C (0.68668, -0.15106, 0.72790)
C (1.85128, 0.56352, 1.39702)
C (1.28077, -1.42781, -0.15390)
H (-2.11591, -1.41635, 0.24769)
H (-3.56026, -0.36978, 0.21885)
H (-2.52238, -0.51671, -1.20828)
H (0.14803, 1.80541, 0.09618)
H (-0.30681, -0.33037, -2.02699)
H (0.97587, 0.90084, -2.01651)
H (-0.70992, 1.37096, -2.12539)
H (0.07768, -0.61855, 1.50777)
H (1.47721, 1.34110, 2.06153)
H (2.49365, 1.02714, 0.65068)
H (2.44309, -0.13604, 1.98429)
H (1.86247, -2.03519, 0.53540)
H (1.95585, -1.08930, -0.93479)
H (0.45924, -2.02808, -0.53269)

**Frontier orbital gap**: 9.99 eV
**Highest occupied orbital energy**: -9.089 eV
**Multiplicity**: 1
**Charge**: 0
**DFT total energy**: -9533.136 eV
**Energy above the lowest of the compared OMol25 structures with the same formula, charge and spin**: 60.82 kJ/mol
**Structure (SMILES)**: CC(=O)[C@H](C)C(C)C

---

# 3
This record from OMol25 describes 2 unconnected molecules or ions with the total composition C7H14O in a non-equilibrium geometry. The level of theory is ωB97M-V/def2-TZVPD.

Geometry (Å):
C (-1.06984, 3.15897, -0.24736)
C (-0.57189, 1.97046, -0.47077)
C (0.12163, 0.98902, 0.42015)
C (0.11409, -0.29159, 0.09687)
C (1.03525, -1.27409, 0.76704)
C (0.42402, -2.51918, 1.85148)
C (-0.75242, -3.32395, 1.52997)
H (-1.21820, 3.58863, 0.71303)
H (-1.75139, 3.67521, -1.00519)
H (-0.54993, 1.56864, -1.46879)
H (0.55295, 1.47437, 1.29273)
H (-0.35567, -0.53311, -0.72408)
H (1.66806, -1.82423, -0.05756)
H (1.79893, -0.86807, 1.43956)
H (1.33578, -3.04367, 1.83815)
H (0.33123, -1.94949, 2.73235)
H (-0.50336, -4.40178, 1.73449)
H (-0.89119, -3.16437, 0.48837)
H (-1.50382, -3.61246, 2.28875)
O (0.40105, 3.12115, -4.20473)
H (0.51338, 4.04245, -3.95756)
H (0.87135, 3.21707, -5.05691)

**Frontier orbital gap**: 9.40 eV
**Highest occupied orbital energy**: -8.524 eV
**Multiplicity**: 1
**Charge**: 0
**DFT total energy**: -9529.597 eV
**Energy above the lowest of the compared OMol25 structures with the same formula, charge and spin**: 402.28 kJ/mol
**Structure (SMILES)**: C=C/C=C/CCC.O

---

# 4
This record from OMol25 describes a single C7H14O molecule in a non-equilibrium geometry. The level of theory is ωB97M-V/def2-TZVPD.

Geometry (Å):
C (-0.07936, -0.86077, -0.95970)
C (-1.38688, 0.74717, 0.18491)
C (-0.04160, -2.34827, -1.04033)
C (-1.63774, 1.49800, 1.48012)
C (2.31053, 0.56558, -0.75562)
C (-0.06838, -0.17471, 0.31071)
C (1.11252, 0.68867, 0.12447)
O (-0.15920, -1.01610, 1.42949)
H (0.26039, -0.55661, 2.16528)
H (-0.31889, -0.31494, -1.85380)
H (-1.25145, 1.43547, -0.64689)
H (-2.23977, 0.09940, -0.02457)
H (0.89902, 1.74130, 0.31568)
H (0.39920, -2.70086, -1.97032)
H (0.49189, -2.76965, -0.19052)
H (-1.06736, -2.73587, -1.00036)
H (-2.50604, 2.14457, 1.36072)
H (-0.78108, 2.11594, 1.74429)
H (-1.83685, 0.80324, 2.29404)
H (3.16403, 1.07937, -0.30427)
H (2.14544, 1.04030, -1.73354)
H (2.59158, -0.48124, -0.92980)

**Frontier orbital gap (spin up / spin down)**: 8.68 / 7.38 eV
**Highest occupied orbital energy (spin up / spin down)**: -7.799 / -7.128 eV
**Multiplicity**: 1
**Charge**: 0
**DFT total energy**: -9529.727 eV
**Energy above the lowest of the compared OMol25 structures with the same formula, charge and spin**: 389.80 kJ/mol

---

# 5
This record from OMol25 describes a single C7H14O2 molecule in a non-equilibrium geometry. The level of theory is ωB97M-V/def2-TZVPD.

Geometry (Å):
C (-0.99098, -1.92124, -0.44284)
C (-1.12845, -0.67871, 0.00377)
O (-2.19474, -0.25212, 0.73607)
C (-0.03295, 0.58734, -0.43197)
C (-0.79379, 1.89211, -0.24077)
C (0.33176, 0.41217, -1.89400)
C (0.85913, 0.29208, 0.69801)
C (0.98700, -0.73355, 1.80170)
O (2.29932, 0.26780, -0.11879)
H (-0.05636, -2.24989, -0.86029)
H (-1.83677, -2.59508, -0.51100)
H (-2.91896, -0.88774, 0.65030)
H (-0.09749, 2.71257, -0.40524)
H (-1.18394, 1.99600, 0.76737)
H (-1.63485, 1.95164, -0.92961)
H (-0.56145, 0.37082, -2.51516)
H (0.90661, -0.49281, -2.06241)
H (0.90231, 1.27728, -2.22725)
H (1.03423, 1.24660, 1.21750)
H (1.91256, -1.30664, 1.75917)
H (0.20578, -1.46549, 1.98542)
H (0.99995, -0.16252, 2.72837)
H (2.99207, -0.26065, 0.29167)

**Frontier orbital gap**: 9.46 eV
**Highest occupied orbital energy**: -8.705 eV
**Multiplicity**: 1
**Charge**: 0
**DFT total energy**: -11577.955 eV
**Energy above the lowest of the compared OMol25 structures with the same formula, charge and spin**: 323.60 kJ/mol
**Structure (SMILES)**: C=C(O)C(C)(C)[C@@H](C)O

---

# 6
This record from OMol25 describes 3 unconnected molecules or ions with the total composition C7H14O2 in a non-equilibrium geometry. The level of theory is ωB97M-V/def2-TZVPD.

Geometry (Å):
C (1.31899, -1.15591, 0.15403)
C (-0.23493, 0.54434, -0.31517)
C (-0.77413, -0.15701, 0.73185)
C (2.59885, -0.58043, -0.38428)
C (0.41876, 1.87602, -0.16820)
C (-2.53724, 1.02445, 0.24867)
C (-3.42300, 0.39559, -0.50365)
O (0.93493, -2.21449, -0.68208)
O (1.42974, -1.56727, 1.48908)
H (2.17479, -2.19033, 1.57407)
H (0.19003, -2.66826, -0.26947)
H (-0.45611, 0.20559, -1.32175)
H (-1.24136, -1.11741, 0.56819)
H (-0.56763, 0.14713, 1.74847)
H (-2.74111, 1.97110, 0.74660)
H (2.48065, -0.25727, -1.41803)
H (2.92579, 0.25871, 0.22774)
H (3.39187, -1.34506, -0.36310)
H (0.62467, 2.11265, 0.87515)
H (1.35502, 1.90295, -0.72803)
H (-0.22536, 2.64808, -0.59254)
H (-3.18469, -0.55066, -0.99229)
H (-4.45852, 0.71749, -0.62526)

**Frontier orbital gap (spin up / spin down)**: 7.21 / 7.00 eV
**Highest occupied orbital energy (spin up / spin down)**: -6.520 / -6.389 eV
**Multiplicity**: 1
**Charge**: 0
**DFT total energy**: -11574.783 eV
**Energy above the lowest of the compared OMol25 structures with the same formula, charge and spin**: 629.60 kJ/mol

---

# 7
This record from OMol25 describes 2 unconnected molecules or ions with the total composition C7H14O2 in a non-equilibrium geometry. The level of theory is ωB97M-V/def2-TZVPD.

Geometry (Å):
C (-0.80191, -2.56265, 2.38483)
C (-0.10026, -2.05704, 1.08018)
O (0.37400, -3.23720, 0.32416)
C (-0.38710, -0.87734, 0.38001)
O (0.76339, -1.09722, 1.11980)
H (-0.14872, -2.16528, 3.19114)
H (-0.85698, -3.62699, 2.21783)
H (-1.88873, -2.20734, 2.74522)
H (0.84934, -2.84045, -0.35860)
H (-1.10823, -0.22230, 1.02631)
H (-0.18369, -0.89682, -0.60835)
C (-0.91466, 1.17292, -1.82882)
C (0.12571, 1.73822, -1.15895)
C (1.53006, 1.25280, -1.53554)
C (-0.03087, 2.82985, -0.13139)
H (-1.98980, 1.41929, -1.76110)
H (-0.89958, 0.65477, -2.76079)
H (1.39618, 0.25660, -1.96650)
H (2.13953, 1.95461, -2.25329)
H (2.19463, 1.25650, -0.60042)
H (-0.93734, 3.34124, -0.35662)
H (0.86780, 3.40651, -0.07455)
H (0.00722, 2.50729, 0.92542)

**Frontier orbital gap**: 9.96 eV
**Highest occupied orbital energy**: -9.154 eV
**Multiplicity**: 1
**Charge**: 0
**DFT total energy**: -11576.991 eV
**Energy above the lowest of the compared OMol25 structures with the same formula, charge and spin**: 416.58 kJ/mol
**Structure (SMILES)**: C[C@@]1(O)CO1.C=C(C)C

---

# 8
This record from OMol25 describes a single C7H14O3 molecule in a non-equilibrium geometry. The level of theory is ωB97M-V/def2-TZVPD.

Geometry (Å):
C (-0.61959, -0.66829, 1.59850)
C (0.43647, 0.15106, 0.96792)
C (0.12609, 0.62186, -0.59902)
C (1.76768, -0.57592, 0.85802)
C (0.74736, 1.51375, 1.66153)
C (0.21505, -0.37492, -1.65933)
C (-1.03705, -1.29104, -2.05570)
O (-1.79586, -0.14289, 2.12324)
O (-0.94721, 1.44602, -0.79434)
O (-1.98077, -0.70033, -2.91267)
H (-0.71436, -1.71505, 1.31648)
H (2.30866, -0.43467, -0.05176)
H (1.72041, -1.72155, 0.68021)
H (2.54149, -0.36002, 1.71552)
H (1.17090, 1.35390, 2.62545)
H (-0.20329, 2.19124, 1.56719)
H (1.46382, 2.13846, 1.28881)
H (0.98828, -1.17380, -1.54993)
H (0.62176, 0.29715, -2.47628)
H (-0.58353, -2.12627, -2.42588)
H (-1.51353, -1.75505, -1.15497)
H (-1.68434, 0.81211, 2.24915)
H (-0.82398, 2.33734, -0.35483)
H (-2.20448, 0.17692, -2.61730)

**Frontier orbital gap (spin up / spin down)**: 6.94 / 10.19 eV
**Highest occupied orbital energy (spin up / spin down)**: -6.500 / -10.135 eV
**Multiplicity**: 3
**Charge**: 0
**DFT total energy**: -13622.988 eV
**Expectation value of S²**: 2.01

---

# 9
This record from OMol25 describes a molecular structure, C7H14O3Rb in a non-equilibrium geometry. The level of theory is ωB97M-V/def2-TZVPD.

Geometry (Å):
C (-1.09848, 2.25572, 1.54614)
O (-1.43474, 0.98284, 1.04448)
C (-1.93128, 0.08425, 2.01206)
C (-2.27867, -1.20042, 1.30129)
O (-1.13384, -1.61306, 0.58745)
C (-1.30050, -2.80243, -0.15168)
H (-1.94241, 2.95403, 1.42791)
H (-0.82212, 2.19543, 2.61196)
H (-2.82989, 0.49227, 2.50381)
H (-1.16243, -0.09682, 2.78352)
H (-3.11804, -1.03807, 0.60283)
H (-2.58016, -1.96516, 2.03587)
H (-0.35510, -2.98622, -0.67515)
H (-1.52578, -3.64675, 0.51767)
H (-2.11498, -2.69457, -0.88611)
C (3.97482, -0.49612, -1.25878)
C (3.69339, 0.81753, -1.12312)
O (2.92794, 1.66090, -1.92193)
C (2.26608, 1.09441, -3.10962)
Rb (0.45935, 0.18270, -0.97582)
H (3.52897, -0.88547, -2.19573)
H (4.03668, 1.42892, -0.27330)
H (3.05621, 0.65921, -3.75667)
H (1.90544, 2.00170, -3.63152)
H (-0.22045, 2.61518, 0.98444)

**Frontier orbital gap (spin up / spin down)**: 2.84 / 2.84 eV
**Highest occupied orbital energy (spin up / spin down)**: -1.059 / -1.058 eV
**Multiplicity**: 1
**Charge**: -1
**DFT total energy**: -14277.529 eV
**Energy above the lowest of the compared OMol25 structures with the same formula, charge and spin**: 1.77 kJ/mol